No. 1
# C30H31AuBrN6O4SSe

A structure of composition C30H31AuBrN6O4SSe (the ωB97M-V functional and the def2-TZVPD basis, the OMol25 dataset).

As for the relative energy (zero: lowest compared OMol25 entry of this formula, charge and spin): 5.8 kcal per mole. The net charge is +1.

Each line ends with the Löwdin charge.
Cartesian coordinates (Å):
Au: 0.24 -0.14 0.00  0.616
O: -4.08 -0.48 4.95  0.112
C: -3.17 -0.43 3.98  -0.298
C: -2.01 -1.21 3.95  0.025
C: -1.15 -1.07 2.90  -0.114
N: -1.35 -0.21 1.88  -0.048
C: -2.45 0.53 1.94  -0.729
Br: -2.72 1.76 0.53  0.776
C: -3.39 0.48 2.94  -0.030
H: -3.84 -1.14 5.62  0.128
H: -1.80 -1.92 4.74  0.127
H: -0.24 -1.65 2.84  0.102
H: -4.27 1.11 2.94  0.122
C: 3.91 1.23 -4.23  -0.092
C: 3.04 0.31 -5.08  -0.233
C: 2.91 -1.10 -4.51  -0.158
C: 2.00 -1.20 -3.29  -0.125
N: 0.64 -0.73 -3.57  -0.004
C: 0.06 0.38 -3.09  -0.591
Se: 0.76 1.51 -1.74  0.815
N: -1.15 0.53 -3.65  -0.005
C: -2.08 1.64 -3.44  -0.159
C: -1.88 2.75 -4.45  -0.181
C: -2.77 3.96 -4.16  -0.250
C: -4.26 3.65 -4.26  -0.101
C: -1.36 -0.51 -4.53  -0.136
C: -2.45 -0.83 -5.35  0.017
C: -2.35 -1.99 -6.08  -0.050
C: -1.22 -2.82 -6.00  -0.048
C: -0.14 -2.51 -5.20  0.015
C: -0.23 -1.32 -4.47  -0.138
H: 3.96 2.23 -4.66  0.081
H: 4.93 0.84 -4.16  0.078
H: 3.52 1.32 -3.21  0.031
H: 3.47 0.24 -6.08  0.116
H: 2.05 0.75 -5.22  0.102
H: 3.89 -1.47 -4.20  0.117
H: 2.55 -1.78 -5.28  0.104
H: 2.37 -0.61 -2.45  0.068
H: 1.92 -2.24 -2.96  0.140
H: -1.92 2.01 -2.42  0.059
H: -3.08 1.22 -3.48  0.127
H: -2.08 2.37 -5.46  0.121
H: -0.83 3.06 -4.43  0.115
H: -2.52 4.75 -4.87  0.112
H: -2.54 4.35 -3.17  0.112
H: -4.51 3.21 -5.23  0.080
H: -4.86 4.56 -4.15  0.077
H: -4.59 2.96 -3.48  0.067
H: -3.32 -0.20 -5.40  0.120
H: -3.17 -2.28 -6.72  0.116
H: -1.20 -3.73 -6.58  0.116
H: 0.72 -3.16 -5.14  0.119
O: 0.74 -2.32 0.88  -0.261
N: 0.19 -3.45 0.72  0.005
C: -0.86 -3.57 -0.08  -0.301
C: -1.30 -2.40 -0.74  -0.108
N: -1.35 -1.30 -1.09  0.116
C: -1.48 -4.84 -0.26  -0.184
N: -2.02 -5.85 -0.41  0.170
O: 7.79 -0.59 -2.29  0.139
C: 6.60 -1.22 -2.24  -0.488
O: 6.39 -2.17 -2.94  0.134
C: 5.56 -0.66 -1.32  -0.131
C: 5.41 0.71 -1.12  -0.025
C: 4.31 1.18 -0.42  -0.107
C: 3.40 0.28 0.13  -0.657
S: 2.00 0.93 0.97  0.665
C: 3.61 -1.10 0.02  -0.089
C: 4.67 -1.56 -0.74  0.005
H: 7.86 0.07 -1.59  0.113
H: 6.08 1.42 -1.58  0.128
H: 4.14 2.24 -0.33  0.113
H: 2.92 -1.79 0.49  0.088
H: 4.81 -2.62 -0.90  0.134


No. 2
# C30H31N2O5

A cluster of 2 separate species, C30H31N2O5 in total at a distorted geometry (the ωB97M-V functional and the def2-TZVPD basis, the OMol25 dataset).

As for the relative energy (zero: lowest compared OMol25 entry of this formula, charge and spin): 0.0 kcal per mole. The net charge is -1.

Each line ends with the natural charge from an NBO analysis.
Cartesian coordinates (Å):
C: -2.64 -4.19 0.62  -0.625
C: -1.34 -3.61 1.12  -0.068
O: -0.99 -2.57 0.17  -0.559
C: 0.30 -2.14 0.10  0.739
C: 0.40 -1.36 -1.15  -0.247
N: 1.30 -0.46 -1.35  -0.357
C: 1.36 0.47 -2.30  -0.048
C: 2.67 1.05 -2.54  0.069
C: 2.84 2.33 -3.12  -0.259
C: 4.11 2.75 -3.52  -0.223
C: 5.22 1.92 -3.30  -0.272
C: 5.05 0.67 -2.68  -0.206
C: 3.79 0.27 -2.24  -0.234
C: 0.19 0.86 -3.10  0.047
C: 0.31 1.41 -4.41  -0.245
C: -0.83 1.71 -5.15  -0.221
C: -2.10 1.48 -4.62  -0.265
C: -2.24 0.91 -3.35  -0.214
C: -1.10 0.61 -2.61  -0.256
O: 1.17 -2.38 0.91  -0.660
H: -3.14 -4.74 1.42  0.204
H: -3.32 -3.41 0.24  0.218
H: -2.43 -4.89 -0.20  0.207
H: -1.45 -3.14 2.11  0.171
H: -0.55 -4.36 1.14  0.190
H: -0.30 -1.71 -1.93  0.160
H: 1.96 2.96 -3.28  0.214
H: 4.22 3.71 -4.03  0.197
H: 6.21 2.24 -3.63  0.195
H: 5.89 -0.01 -2.55  0.197
H: 3.63 -0.68 -1.73  0.236
H: 1.30 1.59 -4.84  0.219
H: -0.71 2.13 -6.15  0.199
H: -3.00 1.72 -5.20  0.197
H: -3.22 0.69 -2.93  0.194
H: -1.20 0.13 -1.63  0.214
C: 1.32 1.85 4.34  -0.598
C: 2.15 1.17 3.26  -0.178
C: 3.40 2.00 2.98  -0.598
C: 2.53 -0.26 3.67  -0.605
C: 1.31 1.06 1.96  0.629
C: 0.05 0.35 2.11  -0.322
C: -0.82 0.29 1.07  -0.180
C: -2.19 -0.12 1.23  0.111
C: -3.12 0.00 0.16  -0.222
C: -4.41 -0.47 0.26  -0.161
C: -4.83 -1.04 1.48  -0.015
N: -6.03 -1.81 1.53  0.505
O: -6.33 -2.38 2.60  -0.406
O: -6.73 -1.90 0.49  -0.398
C: -4.00 -1.03 2.61  -0.161
C: -2.68 -0.63 2.47  -0.243
O: 1.69 1.54 0.89  -0.545
H: 0.39 1.30 4.56  0.203
H: 1.88 1.93 5.27  0.204
H: 1.04 2.86 4.02  0.211
H: 3.97 1.56 2.15  0.233
H: 3.11 3.02 2.70  0.213
H: 4.04 2.04 3.87  0.191
H: 2.89 -0.81 2.78  0.244
H: 3.34 -0.23 4.41  0.201
H: 1.68 -0.80 4.09  0.203
H: -0.15 -0.10 3.09  0.197
H: -0.53 0.74 0.11  0.250
H: -2.81 0.48 -0.77  0.232
H: -5.10 -0.45 -0.57  0.244
H: -4.39 -1.37 3.57  0.241
H: -2.00 -0.74 3.33  0.218


No. 3
# C30H32BO4

A cluster of 2 separate species, C30H32BO4 in total at a distorted geometry (the ωB97M-V functional and the def2-TZVPD basis, the OMol25 dataset).

The net charge is +1.

Each line ends with the natural charge from an NBO analysis.
Cartesian coordinates (Å):
C: 4.61 0.28 1.43  -0.668
C: 3.50 -0.51 1.90  0.331
C: 3.43 -1.83 2.28  -0.332
C: 2.06 -2.10 2.57  -0.185
C: 1.34 -0.94 2.31  -0.145
B: -0.18 -0.89 1.99  1.075
O: -0.97 -2.02 2.06  -0.699
C: -2.23 -1.66 1.45  0.251
C: -2.24 -2.15 0.00  -0.642
C: -3.33 -2.39 2.20  -0.631
C: -2.22 -0.07 1.55  0.249
C: -2.87 0.70 0.42  -0.631
C: -2.78 0.42 2.89  -0.637
O: -0.81 0.24 1.51  -0.721
O: 2.25 0.05 1.90  -0.441
H: 5.51 -0.33 1.52  0.242
H: 4.51 0.56 0.38  0.242
H: 4.75 1.19 2.02  0.234
H: 4.25 -2.54 2.29  0.243
H: 1.63 -3.03 2.93  0.244
H: -3.23 -1.97 -0.43  0.222
H: -1.48 -1.65 -0.62  0.218
H: -2.05 -3.23 -0.03  0.231
H: -4.30 -2.11 1.78  0.218
H: -3.19 -3.47 2.07  0.233
H: -3.31 -2.16 3.27  0.216
H: -3.95 0.55 0.45  0.219
H: -2.67 1.78 0.55  0.221
H: -2.48 0.39 -0.55  0.229
H: -3.87 0.28 2.91  0.231
H: -2.33 -0.13 3.73  0.204
H: -2.55 1.48 3.01  0.211
C: -1.07 0.07 13.03  -0.227
C: -1.49 0.87 11.96  -0.200
C: -1.54 0.34 10.66  -0.254
C: -1.15 -0.99 10.47  0.276
O: -1.02 -1.56 9.21  -0.498
C: -0.66 -0.78 8.10  0.388
C: 0.67 -0.84 7.66  -0.257
C: 1.01 -0.27 6.45  -0.091
C: 0.05 0.41 5.66  -0.200
C: 0.43 0.95 4.40  0.148
C: 0.04 2.24 3.95  -0.109
C: 0.39 2.70 2.65  -0.081
C: -0.02 3.94 2.18  -0.233
C: -0.77 4.79 3.01  -0.084
C: -1.07 4.40 4.33  -0.243
C: -0.65 3.17 4.80  -0.119
C: -1.27 0.52 6.18  -0.139
C: -1.63 -0.09 7.37  -0.218
C: -0.82 -1.82 11.55  -0.254
C: -0.74 -1.27 12.83  -0.180
H: -1.01 0.50 14.03  0.227
H: -1.78 1.91 12.12  0.223
H: -1.87 0.94 9.81  0.209
H: 1.42 -1.33 8.28  0.255
H: 2.04 -0.31 6.10  0.233
H: 1.27 0.49 3.90  0.250
H: 1.00 2.05 2.03  0.253
H: 0.26 4.24 1.17  0.241
H: -1.09 5.75 2.64  0.238
H: -1.61 5.07 4.99  0.241
H: -0.84 2.89 5.84  0.230
H: -2.01 1.10 5.64  0.233
H: -2.66 -0.03 7.74  0.242
H: -0.59 -2.86 11.35  0.233
H: -0.42 -1.89 13.66  0.228


No. 4
# C30H32CaF10N3Sb

A structure of composition C30H32CaF10N3Sb (the ωB97M-V functional and the def2-TZVPD basis, the OMol25 dataset).

As for the relative energy (zero: lowest compared OMol25 entry of this formula, charge and spin): 0.0 kcal per mole. The net charge is -2.

Each line ends with the natural charge from an NBO analysis.
Cartesian coordinates (Å):
Ca: 0.61 0.20 -0.06  1.715
C: 3.95 -0.54 -0.84  -0.429
N: 3.21 0.44 -0.05  -0.500
C: 3.51 1.79 -0.54  -0.236
C: 2.65 2.13 -1.76  -0.238
N: 1.25 2.19 -1.38  -0.759
C: 0.70 3.34 -1.02  0.095
C: -0.66 3.31 -0.59  0.292
F: -1.25 2.09 -0.53  -0.343
C: -1.40 4.39 -0.19  0.268
F: -2.68 4.23 0.19  -0.305
C: -0.84 5.66 -0.19  0.181
F: -1.55 6.75 0.18  -0.317
C: 0.48 5.76 -0.58  0.279
F: 1.07 6.98 -0.57  -0.315
C: 1.22 4.66 -0.97  0.212
F: 2.53 4.92 -1.28  -0.337
C: 3.54 0.26 1.37  -0.224
C: 2.77 1.14 2.33  -0.231
N: 1.34 1.03 2.09  -0.780
C: 0.49 1.46 3.02  0.100
C: 0.73 2.18 4.22  0.221
F: 1.99 2.58 4.54  -0.332
C: -0.27 2.56 5.10  0.279
F: 0.06 3.24 6.21  -0.314
C: -1.59 2.26 4.86  0.184
F: -2.56 2.63 5.73  -0.315
C: -1.90 1.57 3.70  0.269
F: -3.17 1.26 3.42  -0.305
C: -0.90 1.20 2.84  0.304
F: -1.25 0.53 1.71  -0.342
H: 5.04 -0.40 -0.72  0.154
H: 3.69 -1.55 -0.54  0.238
H: 3.71 -0.44 -1.90  0.206
H: 3.29 2.52 0.24  0.207
H: 4.59 1.87 -0.78  0.161
H: 3.03 3.04 -2.22  0.189
H: 2.76 1.34 -2.51  0.181
H: 3.32 -0.79 1.61  0.214
H: 4.62 0.41 1.53  0.159
H: 3.04 0.80 3.34  0.183
H: 3.12 2.18 2.26  0.166
C: -4.82 -0.34 -2.84  -1.011
Sb: -3.60 -0.35 -1.04  1.082
C: -5.08 0.76 0.09  -1.013
C: -4.33 -2.27 -0.40  -1.003
H: -5.84 -0.63 -2.61  0.205
H: -4.40 -1.04 -3.56  0.221
H: -4.82 0.66 -3.27  0.212
H: -6.08 0.37 -0.10  0.203
H: -5.03 1.81 -0.18  0.219
H: -4.85 0.67 1.16  0.228
H: -5.42 -2.29 -0.44  0.202
H: -3.99 -2.47 0.61  0.231
H: -3.92 -3.04 -1.05  0.237
C: -1.18 -3.29 -2.67  -0.609
C: -0.03 -2.73 -1.87  -0.103
C: 1.06 -2.16 -2.75  -0.600
C: -0.29 -2.04 -0.53  -0.883
C: 0.36 -3.41 -0.54  -0.044
C: -0.39 -4.63 -0.13  -0.366
C: 0.21 -5.86 -0.24  -0.227
C: 1.60 -5.99 -0.50  -0.511
C: 2.38 -4.82 -0.27  -0.214
C: 1.80 -3.59 -0.17  -0.375
H: -1.76 -2.49 -3.15  0.165
H: -1.85 -3.86 -2.02  0.214
H: -0.83 -3.98 -3.45  0.185
H: 0.73 -1.23 -3.23  0.171
H: 1.36 -2.86 -3.53  0.186
H: 1.95 -1.95 -2.15  0.200
H: -1.34 -2.17 -0.25  0.151
H: -1.42 -4.54 0.23  0.171
H: -0.37 -6.75 -0.04  0.166
H: 2.07 -6.97 -0.52  0.166
H: 3.45 -4.93 -0.08  0.163
H: 2.35 -2.75 0.25  0.148


No. 5
# C30H32Cl5HfN8O5S

A structure of composition C30H32Cl5HfN8O5S (the ωB97M-V functional and the def2-TZVPD basis, the OMol25 dataset).

As for the relative energy (zero: lowest compared OMol25 entry of this formula, charge and spin): 18.7 kcal per mole. The net charge is +1.

Each line ends with the Löwdin charge.
Cartesian coordinates (Å):
Hf: -0.69 -1.19 -0.10  1.745
C: -0.60 -5.69 1.72  -0.069
O: 0.28 -4.81 2.42  -0.111
C: 1.36 -4.41 1.70  -0.244
C: 2.62 -4.87 2.03  0.021
C: 3.75 -4.43 1.35  -0.067
C: 3.61 -3.52 0.32  -0.039
C: 2.35 -3.01 -0.02  -0.147
C: 2.22 -2.15 -1.19  -0.038
N: 1.22 -1.39 -1.39  -0.101
N: 1.06 -0.90 -2.69  0.087
C: -0.19 -1.01 -2.99  -0.440
O: -1.07 -1.49 -2.13  -0.224
C: -0.68 -0.54 -4.30  -0.170
C: 0.20 0.04 -5.21  -0.051
C: -0.28 0.53 -6.42  -0.071
C: -1.63 0.42 -6.73  -0.073
C: -2.50 -0.18 -5.83  -0.063
C: -2.03 -0.67 -4.62  -0.038
C: 1.20 -3.46 0.66  -0.274
O: -0.02 -3.01 0.39  -0.244
H: -0.08 -6.61 1.45  0.099
H: -1.00 -5.22 0.82  0.080
H: -1.42 -5.92 2.40  0.088
H: 2.70 -5.58 2.85  0.129
H: 4.73 -4.81 1.62  0.109
H: 4.47 -3.20 -0.24  0.117
H: 2.96 -2.24 -1.99  0.145
H: 1.25 0.11 -4.96  0.112
H: 0.41 0.98 -7.12  0.107
H: -2.00 0.79 -7.67  0.107
H: -3.55 -0.28 -6.08  0.110
H: -2.70 -1.13 -3.91  0.101
Cl: -3.15 0.63 -1.58  0.756
C: -3.85 -0.47 -0.41  -0.661
C: -2.98 -1.27 0.32  -0.286
C: -3.58 -2.02 1.33  -0.682
Cl: -2.54 -2.91 2.40  0.718
C: -4.96 -2.05 1.55  -0.707
Cl: -5.63 -3.01 2.81  0.699
C: -5.79 -1.28 0.74  -0.700
Cl: -7.49 -1.31 0.97  0.710
C: -5.23 -0.46 -0.25  -0.704
Cl: -6.23 0.53 -1.22  0.698
N: 0.61 -0.91 1.93  0.030
C: 0.84 0.49 2.34  -0.273
C: 0.83 0.62 3.87  -0.123
C: 0.98 2.00 4.50  -0.165
C: 2.26 2.76 4.18  -0.163
N: 2.23 3.27 2.82  0.100
C: 3.20 3.96 2.26  -0.437
N: 4.28 4.31 2.98  0.208
N: 3.12 4.31 0.98  0.188
C: -0.19 1.35 1.61  -0.593
O: -0.26 2.56 1.84  0.015
O: -0.91 0.74 0.74  -0.171
H: -0.03 -1.37 2.58  0.092
H: 1.47 -1.45 1.96  0.109
H: 1.80 0.80 1.92  0.139
H: 1.63 -0.03 4.25  0.127
H: -0.11 0.19 4.23  0.131
H: 0.95 1.86 5.58  0.124
H: 0.12 2.63 4.25  0.117
H: 3.13 2.10 4.30  0.133
H: 2.36 3.58 4.89  0.126
H: 1.35 3.15 2.30  0.104
H: 4.26 4.25 3.99  0.109
H: 5.02 4.84 2.57  0.126
H: 2.52 3.75 0.35  -0.008
H: 3.86 4.83 0.55  0.122
S: 1.72 2.01 -0.94  0.655
C: 0.29 2.69 -1.55  -0.828
N: -0.17 2.45 -2.78  0.043
C: -1.37 3.23 -3.08  -0.126
C: -1.74 3.80 -1.70  -0.127
N: -0.53 3.54 -0.91  0.047
H: 0.35 1.91 -3.45  0.111
H: -2.15 2.59 -3.50  0.098
H: -1.14 4.02 -3.80  0.122
H: -2.59 3.30 -1.26  0.083
H: -1.94 4.87 -1.74  0.118
H: -0.55 3.51 0.10  0.101


No. 6
# C30H32Cl5HfN8O5S

A structure of composition C30H32Cl5HfN8O5S at a distorted geometry (the ωB97M-V functional and the def2-TZVPD basis, the OMol25 dataset).

As for the relative energy (zero: lowest compared OMol25 entry of this formula, charge and spin): 12.7 kcal per mole. The net charge is +1.

Each line ends with the Löwdin charge.
Cartesian coordinates (Å):
Hf: 0.07 1.03 -0.18  1.560
C: -4.39 1.39 -0.31  -0.074
O: -4.51 0.54 0.82  -0.092
C: -3.74 -0.57 0.92  -0.227
C: -4.31 -1.62 1.63  0.019
C: -3.63 -2.82 1.83  -0.075
C: -2.37 -2.98 1.30  -0.053
C: -1.76 -1.92 0.62  -0.160
C: -0.47 -2.16 0.00  -0.061
N: 0.31 -1.23 -0.42  -0.081
N: 1.44 -1.63 -1.13  0.067
C: 1.85 -0.61 -1.85  -0.414
O: 1.27 0.54 -1.82  -0.239
C: 3.00 -0.79 -2.76  -0.143
C: 3.66 0.34 -3.24  -0.004
C: 4.75 0.20 -4.07  -0.060
C: 5.19 -1.06 -4.44  -0.072
C: 4.53 -2.19 -3.97  -0.075
C: 3.44 -2.06 -3.13  -0.038
C: -2.42 -0.69 0.43  -0.266
O: -1.82 0.32 -0.19  -0.262
H: -5.33 1.95 -0.35  0.101
H: -4.26 0.81 -1.22  0.083
H: -3.56 2.08 -0.20  0.058
H: -5.31 -1.48 2.01  0.129
H: -4.11 -3.62 2.38  0.108
H: -1.84 -3.92 1.41  0.110
H: -0.17 -3.20 -0.16  0.134
H: 3.30 1.32 -2.95  0.115
H: 5.26 1.08 -4.44  0.109
H: 6.05 -1.17 -5.09  0.108
H: 4.87 -3.18 -4.27  0.105
H: 2.90 -2.93 -2.78  0.099
Cl: 1.57 3.65 -0.97  0.699
C: 0.25 4.16 0.06  -0.718
C: -0.48 3.14 0.66  -0.325
C: -1.50 3.57 1.49  -0.672
Cl: -2.43 2.37 2.37  0.743
C: -1.83 4.91 1.68  -0.709
Cl: -3.13 5.37 2.70  0.692
C: -1.08 5.89 1.03  -0.703
Cl: -1.46 7.55 1.23  0.703
C: -0.01 5.51 0.21  -0.707
Cl: 0.94 6.69 -0.59  0.705
N: 0.00 0.29 2.15  0.018
C: 1.23 -0.48 2.41  -0.279
C: 1.64 -0.51 3.88  -0.121
C: 2.90 -1.30 4.23  -0.163
C: 2.90 -2.77 3.81  -0.159
N: 3.08 -2.87 2.36  0.089
C: 2.94 -3.97 1.66  -0.441
N: 2.88 -3.90 0.33  0.213
N: 2.84 -5.16 2.27  0.205
C: 2.30 0.08 1.47  -0.556
O: 3.40 -0.46 1.36  0.064
O: 1.92 1.11 0.81  -0.146
H: 0.06 1.20 2.61  0.081
H: -0.83 -0.17 2.51  0.100
H: 1.02 -1.50 2.09  0.128
H: 0.79 -0.90 4.45  0.126
H: 1.79 0.52 4.23  0.132
H: 3.01 -1.28 5.32  0.123
H: 3.78 -0.82 3.81  0.121
H: 1.97 -3.26 4.10  0.131
H: 3.73 -3.28 4.32  0.126
H: 3.31 -1.98 1.87  0.092
H: 2.61 -3.04 -0.15  0.079
H: 2.87 -4.75 -0.22  0.121
H: 3.14 -5.25 3.23  0.112
H: 2.76 -6.01 1.73  0.122
S: -1.02 2.40 -2.57  0.695
C: -2.66 2.33 -2.96  -0.832
N: -3.53 3.33 -2.83  0.039
C: -4.83 3.04 -3.43  -0.111
C: -4.66 1.58 -3.90  -0.117
N: -3.29 1.28 -3.51  0.027
H: -3.22 4.24 -2.54  0.147
H: -5.03 3.72 -4.26  0.121
H: -5.63 3.14 -2.70  0.112
H: -4.79 1.47 -4.98  0.120
H: -5.36 0.91 -3.40  0.113
H: -2.77 0.47 -3.80  0.147


| no. | orbital gap (eV) | LUMO energy (eV) |
| --- | --- | --- |
| 1 | 6.210 | -5.42 |
| 2 | 3.587 | 0.94 |
| 3 | 5.595 | -5.46 |
| 4 | 3.538 | 4.28 |
| 5 | 8.302 | -2.44 |
| 6 | 7.937 | -2.58 |